one) DFT (ωB97M-V with the def2-TZVPD basis set) results for a cluster of 2 separate species, C14H16 in total.

Kohn-Sham gap: 9.79 eV
Structure (SMILES): Cc1ccccc1.Cc1ccccc1
E_HOMO: -8.85 eV
E_LUMO: 0.9 eV

Each line ends with the Löwdin charge.
Positions of all 30 atoms, in Å:
C (3.393, 2.620, -1.070)  -0.03
C (1.254, 0.294, 1.007)  -0.13
C (3.797, 0.219, -0.277)  -0.05
C (-1.733, 0.719, -0.463)  -0.11
C (3.317, -0.845, 0.488)  -0.07
C (-3.622, -1.100, 0.450)  -0.05
C (1.746, 1.376, 0.358)  -0.10
C (2.973, 1.343, -0.275)  -0.26
C (-1.654, -0.633, -0.803)  -0.05
C (1.972, -0.884, 1.036)  -0.07
C (-2.569, -2.986, -0.760)  -0.04
C (-2.583, -1.553, -0.365)  -0.29
C (-3.656, 0.248, 0.796)  -0.08
C (-2.754, 1.244, 0.332)  -0.07
H (3.930, -1.732, 0.556)  0.09
H (-1.704, -3.187, -1.337)  0.07
H (4.304, 2.984, -0.821)  0.03
H (1.634, -1.777, 1.493)  0.08
H (0.314, 0.181, 1.610)  0.13
H (-4.399, -1.740, 0.752)  0.10
H (1.194, 2.314, 0.369)  0.11
H (-3.536, -3.205, -1.148)  0.07
H (-2.549, -3.549, 0.220)  0.11
H (4.753, 0.131, -0.792)  0.11
H (3.669, 2.369, -2.016)  0.03
H (2.443, 3.367, -0.963)  0.13
H (-0.857, -0.921, -1.320)  0.07
H (-1.148, 1.428, -1.092)  0.11
H (-4.545, 0.668, 1.144)  0.07
H (-2.776, 2.302, 0.607)  0.10



two) DFT (ωB97M-V with the def2-TZVPD basis set) results for a cluster of 2 separate species, C14H16 in total.

Kohn-Sham gap: 9.68 eV
Structure (SMILES): Cc1ccccc1.Cc1ccccc1
E_HOMO: -8.81 eV
E_LUMO: 0.9 eV

Each line ends with the Löwdin charge.
Positions of all 30 atoms, in Å:
C (1.911, 1.373, 1.665)  -0.26
C (-0.596, 0.245, -1.459)  -0.06
C (-1.732, -0.352, -0.728)  -0.04
C (3.305, 0.978, 1.577)  -0.01
C (3.609, -0.490, 1.711)  -0.07
C (-2.661, -0.973, -2.768)  -0.08
C (-1.594, -0.400, -3.511)  -0.07
C (-2.771, -0.988, -1.411)  -0.35
C (1.768, 2.924, 1.391)  -0.03
C (-0.510, 0.208, -2.836)  -0.10
C (2.572, -1.388, 1.872)  -0.11
C (-3.727, -1.650, -0.477)  -0.08
C (1.249, -0.866, 2.027)  -0.12
C (0.952, 0.464, 1.976)  -0.13
H (-0.169, 0.816, 2.001)  0.15
H (1.309, 3.527, 2.107)  0.05
H (4.183, 1.670, 1.648)  0.11
H (-3.433, -1.548, -3.319)  0.11
H (-4.639, -2.190, -0.936)  0.10
H (2.625, 3.313, 0.991)  0.03
H (0.952, 2.998, 0.640)  0.08
H (0.197, 0.825, -3.401)  0.10
H (4.643, -0.685, 1.600)  0.07
H (0.212, 0.665, -0.848)  0.08
H (2.676, -2.488, 1.784)  0.11
H (-2.943, -2.392, 0.040)  0.13
H (0.520, -1.610, 2.536)  0.13
H (-1.824, -0.484, -4.571)  0.10
H (-4.171, -1.072, 0.366)  0.08
H (-1.914, -0.430, 0.336)  0.09



Which of them is most stable, and which least? Most stable: one); least stable: two).



one) DFT (ωB97M-V with the def2-TZVPD basis set) results for a cluster of 2 separate species, C14H16 in total.

Kohn-Sham gap: 9.88 eV
Structure (SMILES): Cc1ccccc1.Cc1ccccc1
E_HOMO: -8.98 eV
E_LUMO: 0.9 eV

Each line ends with the Löwdin charge.
Positions of all 30 atoms, in Å:
C (-1.604, 0.256, -1.240)  -0.05
C (-3.617, 1.519, -1.673)  -0.10
C (1.739, -2.746, 2.616)  -0.09
C (-1.007, 0.793, -2.372)  -0.28
C (2.320, -1.558, 0.625)  -0.10
C (0.273, 0.241, -2.915)  -0.06
C (-1.652, 1.826, -3.050)  -0.06
C (1.131, 0.940, 3.192)  -0.06
C (2.006, -0.360, 1.226)  -0.06
C (-2.936, 2.190, -2.690)  -0.09
C (1.326, -1.549, 3.194)  -0.06
C (-2.925, 0.593, -0.924)  -0.09
C (1.440, -0.355, 2.507)  -0.28
C (2.190, -2.763, 1.311)  -0.10
H (-3.346, 0.086, -0.062)  0.10
H (2.713, -1.640, -0.377)  0.10
H (0.304, 1.513, 2.777)  0.08
H (1.173, 0.346, -2.303)  0.07
H (-4.665, 1.752, -1.519)  0.10
H (1.953, 1.651, 3.234)  0.08
H (2.206, 0.572, 0.719)  0.11
H (2.483, -3.678, 0.818)  0.10
H (-1.132, 2.350, -3.847)  0.11
H (0.879, 0.759, 4.247)  0.08
H (1.594, -3.704, 3.116)  0.10
H (-1.036, -0.381, -0.564)  0.11
H (0.237, -0.815, -3.181)  0.08
H (-3.478, 2.956, -3.220)  0.10
H (0.573, 0.781, -3.819)  0.07
H (0.860, -1.573, 4.172)  0.11



two) DFT (ωB97M-V with the def2-TZVPD basis set) results for a cluster of 2 separate species, C14H16 in total.

Kohn-Sham gap: 9.75 eV
Structure (SMILES): Cc1ccccc1.Cc1ccccc1
E_HOMO: -8.87 eV
E_LUMO: 0.9 eV

Each line ends with the Löwdin charge.
Positions of all 30 atoms, in Å:
C (-2.935, 0.439, -2.914)  -0.06
C (-3.315, 2.126, -1.016)  -0.06
C (3.639, -0.670, 2.486)  -0.06
C (1.102, -0.237, 1.509)  -0.09
C (1.265, -0.980, 2.671)  -0.10
C (-2.333, -1.856, -2.489)  -0.08
C (-2.579, -1.597, -1.135)  -0.10
C (-2.823, 0.791, -1.553)  -0.26
C (2.189, 0.419, 0.947)  -0.06
C (-2.586, -0.814, -3.405)  -0.08
C (-2.737, -0.284, -0.688)  -0.08
C (3.479, 0.257, 1.448)  -0.30
C (4.626, 1.041, 0.933)  -0.06
C (2.545, -1.196, 3.168)  -0.09
H (0.443, -1.607, 2.980)  0.09
H (-2.746, -1.039, -4.452)  0.10
H (4.650, 0.895, -0.157)  0.09
H (4.613, -0.859, 2.953)  0.11
H (-4.368, 2.195, -0.715)  0.08
H (5.551, 0.729, 1.413)  0.08
H (-2.973, -0.077, 0.355)  0.11
H (-3.310, 1.083, -3.680)  0.10
H (-3.098, 2.917, -1.738)  0.07
H (-2.209, -2.927, -2.633)  0.10
H (4.451, 2.097, 1.133)  0.08
H (-2.718, -2.351, -0.384)  0.09
H (0.205, -0.183, 0.906)  0.09
H (2.059, 1.033, 0.077)  0.11
H (2.684, -1.758, 4.092)  0.10
H (-2.770, 2.412, -0.113)  0.07



Which of them is most stable, and which least? Most stable: one); least stable: two).



one) DFT (ωB97M-V with the def2-TZVPD basis set) results for a cluster of 2 separate species, C14H16 in total.

Kohn-Sham gap: 9.94 eV
Structure (SMILES): Cc1ccccc1.Cc1ccccc1
E_HOMO: -9.00 eV
E_LUMO: 0.9 eV

Each line ends with the Löwdin charge.
Positions of all 30 atoms, in Å:
C (1.678, -2.386, 2.062)  -0.09
C (1.439, 0.086, 3.272)  -0.06
C (-1.943, 1.381, -3.003)  -0.28
C (2.267, 1.238, 1.178)  -0.06
C (1.042, -1.053, 3.950)  -0.09
C (-1.218, 1.765, -1.887)  -0.05
C (-0.794, 0.794, -0.982)  -0.08
C (-1.828, -0.930, -2.283)  -0.09
C (-1.143, -0.534, -1.137)  -0.09
C (1.118, -2.299, 3.327)  -0.10
C (2.132, -1.250, 1.403)  -0.06
C (-2.208, 0.020, -3.206)  -0.06
C (1.988, 0.003, 1.995)  -0.28
C (-2.473, 2.406, -3.974)  -0.05
H (-1.032, 2.803, -1.708)  0.10
H (0.762, -3.162, 3.871)  0.10
H (1.271, 1.070, 3.676)  0.11
H (1.608, -3.323, 1.532)  0.10
H (0.554, -1.009, 4.914)  0.10
H (-0.047, 1.017, -0.232)  0.07
H (-3.350, 2.019, -4.488)  0.07
H (-1.909, -1.986, -2.510)  0.10
H (-0.804, -1.259, -0.413)  0.10
H (3.329, 1.436, 1.031)  0.08
H (1.720, 2.096, 1.560)  0.08
H (2.617, -1.364, 0.442)  0.11
H (-1.738, 2.690, -4.728)  0.08
H (-2.747, 3.315, -3.452)  0.07
H (-2.809, -0.214, -4.077)  0.11
H (1.873, 1.111, 0.168)  0.05



two) DFT (ωB97M-V with the def2-TZVPD basis set) results for a cluster of 2 separate species, C14H16 in total.

Kohn-Sham gap: 9.65 eV
Structure (SMILES): Cc1ccccc1.Cc1ccccc1
E_HOMO: -8.76 eV
E_LUMO: 0.9 eV

Each line ends with the Löwdin charge.
Positions of all 30 atoms, in Å:
C (0.038, -3.632, 0.926)  -0.10
C (0.409, 2.021, -2.596)  -0.04
C (-0.181, -2.491, 0.046)  -0.03
C (0.755, -1.406, 0.216)  -0.07
C (-0.413, 2.936, -0.273)  -0.05
C (-1.710, 1.425, -1.621)  -0.08
C (2.935, -0.457, 0.636)  -0.07
C (1.006, -3.595, 1.918)  -0.13
C (2.096, -2.729, 1.755)  -0.04
C (-1.553, 3.113, 0.491)  -0.10
C (-2.689, 2.319, 0.305)  -0.11
C (-0.592, 2.180, -1.428)  -0.27
C (-2.821, 1.464, -0.747)  -0.08
C (1.945, -1.592, 0.892)  -0.26
H (0.447, 2.873, -3.200)  0.06
H (0.407, 1.231, -3.272)  0.06
H (2.908, 0.423, 1.319)  0.08
H (0.463, 3.606, 0.004)  0.14
H (-0.762, -4.432, 1.032)  0.11
H (0.554, -0.474, -0.215)  0.07
H (4.011, -0.822, 0.454)  0.10
H (-1.423, 3.612, 1.400)  0.08
H (1.404, 2.026, -2.211)  0.06
H (-3.644, 0.774, -0.992)  0.11
H (-3.602, 2.532, 0.939)  0.12
H (2.929, -2.956, 2.348)  0.08
H (1.002, -4.367, 2.750)  0.12
H (2.633, 0.166, -0.249)  0.06
H (-1.808, 0.830, -2.488)  0.10
H (-0.874, -2.356, -0.727)  0.07



three) DFT (ωB97M-V with the def2-TZVPD basis set) results for a cluster of 2 separate species, C14H16 in total.

Kohn-Sham gap: 9.52 eV
Structure (SMILES): Cc1ccccc1.Cc1ccccc1
E_HOMO: -8.62 eV
E_LUMO: 0.9 eV

Each line ends with the Löwdin charge.
Positions of all 30 atoms, in Å:
C (-1.350, -1.573, 0.705)  -0.27
C (-0.522, 1.763, -1.985)  -0.07
C (-1.354, -0.050, 3.001)  -0.11
C (-0.207, -1.514, 1.459)  -0.07
C (1.682, 0.849, -2.354)  -0.09
C (-1.573, -2.475, -0.562)  -0.03
C (3.294, 0.450, -0.562)  -0.09
C (-0.061, 2.083, -0.672)  -0.10
C (1.240, 1.819, -0.178)  -0.05
C (0.381, 0.970, -2.739)  -0.12
C (-0.168, -0.716, 2.629)  -0.06
C (-2.312, 0.144, 2.082)  -0.10
C (2.120, 1.141, -1.059)  -0.33
C (-2.404, -0.721, 0.988)  -0.05
H (-0.733, 2.473, 0.086)  0.09
H (-0.040, 0.409, -3.567)  0.10
H (-1.000, -3.377, -0.670)  0.06
H (1.420, 2.254, 0.880)  0.14
H (-1.362, 0.532, 3.865)  0.08
H (2.486, 0.279, -3.021)  0.15
H (-2.563, -2.796, -0.588)  0.05
H (3.239, -0.573, -0.870)  0.08
H (3.348, 0.236, 0.522)  0.08
H (-3.051, 0.865, 2.307)  0.09
H (-1.493, 1.845, -2.438)  0.09
H (0.657, -2.183, 1.048)  0.14
H (-1.216, -1.951, -1.401)  0.05
H (-3.343, -0.846, 0.449)  0.11
H (0.760, -0.569, 3.187)  0.10
H (4.125, 1.234, -0.541)  0.12



Which of them is most stable, and which least? Most stable: one); least stable: three).



one) DFT (ωB97M-V with the def2-TZVPD basis set) results for a structure of composition C3H6N4O.

Kohn-Sham gap: 8.66 eV
E_HOMO: -9.57 eV
E_LUMO: -0.9 eV

Each line ends with the Löwdin charge.
Positions of all 14 atoms, in Å:
O (-0.754, -2.530, -1.361)  -0.06
N (0.434, 0.646, -0.750)  0.15
N (-0.715, 2.365, 0.561)  -0.01
N (-0.285, -1.019, 0.792)  0.14
N (0.906, 1.268, 1.646)  0.07
C (0.120, -1.512, -1.563)  -0.05
C (0.230, -0.597, -0.392)  -0.43
C (0.326, 1.409, 0.506)  -0.60
H (-1.941, 2.022, 0.457)  0.21
H (1.706, 0.703, 1.541)  0.03
H (-0.375, 2.810, 1.635)  0.17
H (-0.407, -1.955, 1.057)  0.08
H (0.637, -1.313, -2.612)  0.16
H (-0.031, -0.644, 1.763)  0.14



two) DFT (ωB97M-V with the def2-TZVPD basis set) results for a cluster of 2 separate species, C3H6N4O in total.

Kohn-Sham gap: 8.69 eV
E_HOMO: -8.99 eV
E_LUMO: -0.3 eV

Each line ends with the Löwdin charge.
Positions of all 14 atoms, in Å:
O (-1.015, -0.398, -0.674)  -0.17
N (1.907, 0.494, 0.557)  -0.01
N (0.134, -0.410, 0.031)  -0.10
N (2.513, -0.716, -0.006)  0.01
N (0.310, 2.113, -0.361)  0.09
C (-2.149, -0.415, 0.434)  0.02
C (0.676, 0.825, 0.052)  -0.54
C (1.452, -1.363, -0.313)  -0.01
H (-2.151, -1.212, 1.166)  0.07
H (-3.084, -0.453, -0.282)  0.12
H (2.992, 1.298, -0.288)  0.31
H (-0.757, 1.976, -0.504)  0.04
H (1.249, -2.336, -0.707)  0.10
H (-2.078, 0.597, 0.896)  0.08



three) DFT (ωB97M-V with the def2-TZVPD basis set) results for an isolated molecule of C3H6N4O.

Kohn-Sham gap: 10.28 eV
Structure (SMILES): [H]/N=C1\CNC(=O)N1N
E_HOMO: -9.59 eV
E_LUMO: 0.7 eV

Each line ends with the Löwdin charge.
Positions of all 14 atoms, in Å:
O (-0.511, -1.667, 2.015)  0.12
N (0.334, 0.591, -1.919)  0.15
N (0.508, -2.041, -0.598)  0.09
N (0.148, -0.826, -0.070)  -0.09
N (-0.805, 0.587, 1.351)  0.07
C (-0.186, 1.478, 0.349)  -0.09
C (0.076, 0.398, -0.690)  -0.40
C (-0.391, -0.772, 1.237)  -0.47
H (0.374, 1.514, -2.218)  0.01
H (-0.091, -2.249, -1.446)  0.12
H (0.890, 1.835, 0.736)  0.16
H (1.452, -2.045, -0.975)  0.09
H (-0.983, 0.880, 2.251)  0.10
H (-0.815, 2.319, -0.024)  0.13



four) DFT (ωB97M-V with the def2-TZVPD basis set) results for an isolated molecule of C3H6N4O.

Kohn-Sham gap: 8.90 eV
Structure (SMILES): N/N=C1\NN=CCO1
E_HOMO: -8.24 eV
E_LUMO: 0.7 eV

Each line ends with the Löwdin charge.
Positions of all 14 atoms, in Å:
O (0.376, -1.256, -0.299)  0.00
N (-1.675, -0.609, -0.235)  -0.07
N (-2.651, 0.421, -0.180)  -0.10
N (1.229, 1.404, -0.168)  0.06
N (-0.022, 0.990, 0.235)  0.03
C (1.649, -0.859, 0.317)  -0.09
C (-0.469, -0.372, 0.066)  -0.54
C (2.000, 0.446, -0.426)  -0.12
H (-2.652, 0.748, 1.038)  0.18
H (-0.871, 1.339, -0.184)  0.09
H (2.197, -1.884, -0.022)  0.18
H (2.893, 0.546, -0.974)  0.09
H (1.490, -0.578, 1.369)  0.12
H (-3.494, -0.338, -0.536)  0.16



Which of them is most stable, and which least? Most stable: three); least stable: two).